(1)
{"formula": "C3H3FI4", "method": "ωB97M-V/def2-TZVPD", "symbols": ["C", "C", "C", "F", "I", "I", "I", "I", "H", "H", "H"], "positions_angstrom": [[-0.237, -0.056, 0.018], [0.413, -0.993, -1.004], [0.779, -0.712, -2.265], [1.268, -1.700, -3.044], [0.714, -2.955, -0.407], [4.077, -0.488, -0.067], [-2.561, -1.639, -2.969], [1.157, 1.100, -3.226], [0.201, -0.127, 1.086], [-1.185, -0.346, 0.138], [-0.347, 0.967, -0.106]], "forces_ev_per_a": [[3.869, -1.313, 1.765], [-0.253, 1.605, -0.313], [0.498, -0.324, 0.423], [-0.161, 0.172, 0.064], [-0.061, -0.164, 0.286], [-0.093, -0.060, -0.011], [0.125, 0.051, 0.061], [-0.420, -0.103, 0.403], [-0.215, -0.303, -1.806], [-3.878, -1.599, 0.478], [0.591, 2.039, -1.351]], "lowdin_charge": [-0.16, -0.88, -1.00, -0.15, 0.91, 0.09, 0.14, 0.89, 0.11, 0.01, 0.05], "homo_ha": [-0.3353, -0.3348], "spin_multiplicity": 3, "total_energy_ev": -38276.9261, "homo_lumo_gap_ev": [8.90, 5.80]}

=====

(2)
{"formula": "C24H37ClN2O3Ru", "method": "ωB97M-V/def2-TZVPD", "symbols": ["Ru", "Cl", "N", "N", "C", "C", "C", "C", "C", "C", "H", "H", "H", "H", "H", "H", "C", "C", "C", "C", "H", "H", "H", "H", "H", "H", "O", "H", "H", "O", "H", "H", "C", "C", "C", "H", "H", "C", "C", "H", "C", "C", "C", "C", "H", "C", "H", "H", "H", "H", "H", "H", "H", "H", "C", "C", "C", "C", "O", "H", "H", "H", "H", "H", "H", "H", "H", "H"], "positions_angstrom": [[0.258, 0.015, 0.680], [-0.080, 1.122, 2.669], [-1.557, -1.187, 0.466], [2.028, 0.790, -0.268], [-1.826, -2.040, 1.435], [3.224, 0.558, 0.212], [-2.756, -1.133, -0.414], [-3.835, -1.635, 0.549], [-2.689, -2.061, -1.632], [-3.022, 0.245, -0.911], [-2.273, -3.052, -1.404], [-2.113, -1.599, -2.445], [-3.722, -2.195, -1.995], [-3.305, 0.889, -0.081], [-3.866, 0.216, -1.615], [-2.147, 0.681, -1.397], [2.150, 1.905, -1.243], [3.651, 2.036, -1.430], [1.595, 3.124, -0.576], [1.396, 1.623, -2.530], [1.765, 0.707, -3.005], [1.568, 2.467, -3.212], [0.320, 1.546, -2.329], [2.079, 3.303, 0.391], [0.519, 2.890, -0.384], [1.675, 3.996, -1.233], [4.228, 1.212, -0.357], [4.022, 3.063, -1.293], [4.018, 1.644, -2.388], [-3.088, -2.444, 1.514], [-4.628, -2.255, 0.110], [-4.296, -0.801, 1.104], [-0.813, -2.589, 2.365], [3.509, -0.414, 1.289], [2.598, -1.542, 1.022], [3.267, 0.075, 2.244], [4.570, -0.668, 1.258], [1.289, -1.474, 1.636], [0.437, -2.643, 1.584], [1.266, -0.929, 2.598], [0.837, -3.751, 0.861], [2.096, -3.758, 0.247], [-0.057, -4.965, 0.747], [2.962, -2.660, 0.301], [2.441, -4.679, -0.240], [4.307, -2.721, -0.389], [4.470, -3.725, -0.794], [5.125, -2.503, 0.306], [4.385, -2.009, -1.222], [-0.410, -5.305, 1.726], [0.500, -5.789, 0.287], [-0.942, -4.781, 0.122], [-1.153, -3.566, 2.725], [-0.731, -1.891, 3.210], [-2.638, 2.861, 1.284], [-1.808, 3.109, 0.015], [-2.713, 3.296, -1.216], [-1.094, 4.458, 0.221], [-0.879, 2.064, -0.222], [-3.510, 3.532, 1.309], [-2.018, 3.036, 2.171], [-2.996, 1.827, 1.330], [-3.258, 4.249, -1.136], [-2.111, 3.323, -2.132], [-3.459, 2.503, -1.315], [-0.371, 4.376, 1.038], [-0.585, 4.766, -0.700], [-1.805, 5.256, 0.483]], "forces_ev_per_a": [[-2.015, 2.584, -2.013], [-0.130, 0.700, 1.417], [-0.561, -1.684, 0.628], [1.809, -0.152, 0.090], [0.039, 1.507, -1.586], [-1.535, 0.511, -0.965], [-0.149, -0.372, 0.231], [-0.038, -0.001, 0.544], [0.208, -0.305, -0.156], [-0.687, 0.326, -0.099], [-0.031, 0.212, 0.015], [0.013, -0.186, 0.260], [0.363, 0.021, 0.017], [0.151, -0.094, -0.317], [0.075, 0.021, -0.003], [-0.124, -0.073, 0.167], [-0.205, -0.043, 0.317], [0.899, -0.362, 0.076], [-0.542, 0.475, 0.273], [0.129, -0.053, -0.222], [-0.091, 0.076, 0.031], [-0.118, -0.185, 0.014], [0.241, 0.033, 0.050], [0.163, 0.130, -0.146], [0.701, 0.193, -0.065], [0.153, 0.084, 0.079], [0.253, 0.677, -0.476], [-0.176, -0.377, -0.027], [-0.018, -0.054, 0.198], [-0.858, -0.120, -0.193], [0.343, 0.068, 0.082], [0.169, -0.245, -0.081], [-0.320, 0.213, 0.014], [0.062, 0.447, -0.079], [-1.594, 0.649, 2.315], [0.153, -0.018, -0.018], [-0.077, 0.020, 0.079], [1.795, -2.720, 0.945], [1.080, 1.884, 1.623], [-0.066, -0.122, -0.481], [0.515, -2.421, -1.590], [-0.166, 0.405, 0.409], [0.457, 0.209, -0.040], [1.076, -2.156, -1.747], [-0.172, 0.329, 0.012], [-0.387, -0.196, 0.201], [0.043, 0.103, 0.003], [0.134, -0.040, -0.114], [0.095, 0.088, -0.021], [-0.075, -0.138, -0.038], [-0.115, 0.053, 0.064], [-0.174, 0.003, 0.046], [-0.015, 0.213, -0.013], [-0.064, -0.114, 0.073], [-0.175, 0.107, 0.088], [0.640, -0.836, -0.169], [-0.461, 0.206, 0.007], [0.056, 0.311, 0.060], [-0.921, 0.172, 0.091], [0.118, -0.060, 0.083], [-0.203, -0.089, -0.196], [0.130, 0.277, 0.171], [0.023, -0.111, -0.076], [0.012, -0.025, 0.182], [0.145, 0.241, -0.044], [0.016, 0.020, -0.154], [0.010, -0.027, 0.204], [-0.005, -0.189, -0.029]], "lowdin_charge": [1.13, -0.04, 0.05, 0.04, -0.34, -0.34, -0.54, -0.06, -0.03, -0.08, 0.08, 0.09, 0.08, 0.05, 0.10, 0.07, -0.56, -0.07, -0.08, -0.03, 0.08, 0.09, 0.07, 0.10, 0.01, 0.09, 0.03, 0.13, 0.12, 0.03, 0.13, 0.13, -0.08, -0.08, -0.26, 0.13, 0.12, -0.31, -0.26, 0.06, -0.28, -0.02, -0.08, -0.28, 0.11, -0.08, 0.06, 0.06, 0.07, 0.06, 0.06, 0.06, 0.12, 0.12, -0.09, -0.73, -0.06, -0.08, -0.41, 0.08, 0.04, 0.05, 0.07, 0.08, 0.05, 0.08, 0.07, 0.07], "homo_ha": [0.0041, -0.1522], "spin_multiplicity": 6, "charge": -1, "total_energy_ev": -49713.1071, "homo_lumo_gap_ev": [2.69, 6.87]}

=====

(3)
{"formula": "C4H8N2O2", "method": "ωB97M-V/def2-TZVPD", "symbols": ["C", "C", "C", "C", "H", "H", "H", "H", "H", "H", "H", "H", "N", "N", "O", "O"], "positions_angstrom": [[1.352, 1.125, 0.132], [0.226, 0.497, -0.302], [-0.838, -0.104, 0.556], [-2.152, -0.461, 0.103], [2.532, -1.257, -0.037], [4.051, -0.718, -0.225], [1.182, 2.044, 0.531], [-0.140, 0.449, -1.412], [-0.792, 0.079, 1.660], [-1.944, -1.388, -0.739], [-2.905, -1.030, 0.914], [-3.709, 0.556, -0.890], [3.086, -0.456, -0.372], [2.625, 0.755, 0.247], [0.341, -0.818, 0.098], [-2.915, 0.726, -0.265]], "forces_ev_per_a": [[6.646, 0.835, 1.200], [-4.101, -3.542, -4.364], [2.863, 1.140, 2.907], [-4.447, -4.014, -1.634], [-0.036, 0.499, -0.524], [0.127, 1.076, 0.587], [0.055, 2.855, 1.254], [0.942, 1.081, 1.667], [0.275, 0.104, -1.056], [-0.924, 2.890, 1.636], [2.573, 1.301, -1.677], [2.203, -0.117, 1.680], [-2.199, -0.114, 0.661], [-1.417, -0.175, -1.347], [-1.896, -2.940, 0.678], [-0.662, -0.879, -1.669]], "lowdin_charge": [-0.15, -0.29, -0.25, -0.24, 0.07, 0.06, 0.08, 0.20, 0.17, 0.19, 0.17, 0.13, 0.00, 0.02, -0.05, -0.11], "homo_ha": -0.3266, "total_energy_ev": -11347.6586, "homo_lumo_gap_ev": 9.53}